No. 1
ORCA calculation (wB97M-V/def2-TZVPD) on a cluster of 5 separate species, C15H45O20P5 in total at a distorted geometry.

Values from the calculation:
Total energy (eV): -103685.69877
E_HOMO (eV): -10.4
Structure (SMILES): COP(=O)(OC)OC.COP(=O)(OC)OC.COP(=O)(OC)OC.COP(=O)(OC)OC.COP(=O)(OC)OC
Gap between HOMO and LUMO (eV): 11.153

Atoms and positions in Å:
C1 -15.097 -0.807 2.138
O1 -14.098 -1.356 2.909
P1 -13.878 -2.953 3.028
O2 -15.016 -3.678 3.667
O3 -13.473 -3.392 1.484
C2 -12.283 -2.934 0.784
O4 -12.661 -3.178 3.990
C3 -12.300 -4.551 4.129
H1 -14.971 -1.326 1.189
H2 -15.152 0.268 1.965
H3 -16.065 -1.179 2.474
H4 -11.945 -2.152 1.463
H5 -12.643 -2.551 -0.171
H6 -11.544 -3.735 0.816
H7 -11.234 -4.693 4.302
H8 -12.509 -5.023 3.170
H9 -12.996 -4.965 4.859
C4 -15.635 0.019 -16.593
O5 -14.303 0.461 -16.467
P2 -13.532 1.105 -17.806
O6 -12.270 1.757 -17.494
O7 -14.624 1.896 -18.666
C5 -15.070 3.218 -18.289
O8 -13.391 -0.288 -18.758
C6 -12.692 -0.211 -20.091
H10 -15.748 -0.933 -16.074
H11 -15.830 -0.034 -17.664
H12 -16.191 0.797 -16.071
H13 -14.475 3.732 -17.534
H14 -16.106 3.241 -17.950
H15 -14.933 3.870 -19.151
H16 -12.204 -1.185 -20.134
H17 -11.974 0.605 -20.168
H18 -13.441 -0.535 -20.813
C7 -30.409 -11.649 -7.230
O9 -31.545 -12.285 -6.663
P3 -31.810 -12.390 -5.048
O10 -30.703 -13.116 -4.384
O11 -33.287 -13.072 -4.945
C8 -33.599 -14.116 -5.830
O12 -32.028 -10.832 -4.608
C9 -32.137 -10.374 -3.312
H19 -30.178 -12.184 -8.151
H20 -29.604 -11.659 -6.495
H21 -30.546 -10.623 -7.573
H22 -34.241 -13.960 -6.697
H23 -34.142 -14.879 -5.273
H24 -32.760 -14.714 -6.187
H25 -32.915 -10.902 -2.762
H26 -32.384 -9.328 -3.494
H27 -31.284 -10.516 -2.648
C10 -20.226 -3.551 -7.239
O13 -20.335 -3.172 -5.881
P4 -21.565 -3.646 -4.848
O14 -21.819 -2.871 -3.626
O15 -22.837 -3.813 -5.814
C11 -24.092 -4.415 -5.397
O16 -21.000 -5.175 -4.511
C12 -19.667 -5.255 -4.042
H28 -20.581 -4.581 -7.261
H29 -19.178 -3.651 -7.522
H30 -20.786 -2.987 -7.985
H31 -24.292 -5.394 -5.832
H32 -24.858 -3.695 -5.682
H33 -24.296 -4.495 -4.329
H34 -19.177 -4.286 -3.951
H35 -19.088 -5.789 -4.796
H36 -19.554 -5.743 -3.074
C13 -20.018 6.777 -9.404
O17 -20.265 6.901 -10.832
P5 -21.554 6.006 -11.386
O18 -21.302 4.574 -11.130
O19 -22.771 6.810 -10.667
C14 -24.053 6.177 -10.731
O20 -21.771 6.439 -12.926
C15 -21.728 7.807 -13.228
H37 -20.638 6.020 -8.923
H38 -20.298 7.788 -9.108
H39 -19.019 6.560 -9.028
H40 -24.090 5.092 -10.624
H41 -24.310 6.511 -11.736
H42 -24.687 6.552 -9.928
H43 -20.723 8.223 -13.295
H44 -22.416 8.287 -12.533
H45 -22.276 7.958 -14.159


No. 2
ORCA calculation (wB97M-V/def2-TZVPD) on a cluster of 8 separate species, C15H48N12O8 in total at a distorted geometry.

Values from the calculation:
Total energy (eV): -50594.61737
E_HOMO (eV): -8.8
Structure (SMILES): COC[C@H](C)N.COC[C@H](C)N.NC(N)=O.NC(N)=O.NC(N)=O.NC(N)=O.NC(N)=O.CCO
Gap between HOMO and LUMO (eV): 8.910

Atoms and positions in Å:
C1 3.499 9.157 -38.856
C2 3.398 8.234 -40.122
O1 3.980 6.981 -39.930
H1 4.444 8.911 -38.372
H2 2.715 8.903 -38.143
H3 3.257 10.186 -39.121
H4 3.882 8.694 -40.984
H5 2.341 8.078 -40.338
H6 3.685 6.465 -40.684
C3 -1.446 3.465 -39.247
O2 -2.322 4.211 -39.528
N1 -1.508 2.233 -39.549
N2 -0.332 3.816 -38.704
H7 -2.268 1.873 -40.110
H8 -1.038 1.598 -38.920
H9 0.339 3.128 -38.393
H10 -0.228 4.811 -38.567
C4 -0.203 6.066 -42.160
O3 0.915 6.079 -42.614
N3 -1.254 5.540 -42.679
N4 -0.613 6.485 -40.988
H11 -1.275 5.279 -43.655
H12 -2.111 5.815 -42.220
H13 0.069 6.930 -40.390
H14 -1.588 6.644 -40.780
C5 -2.082 7.280 -33.470
O4 -1.991 6.347 -34.250
N5 -1.284 7.356 -32.451
N6 -2.862 8.282 -33.552
H15 -1.407 8.162 -31.854
H16 -0.598 6.644 -32.247
H17 -2.895 8.960 -32.804
H18 -3.428 8.195 -34.384
C6 0.526 4.202 -32.776
O5 0.255 4.757 -31.725
N7 1.278 3.110 -32.882
N8 -0.015 4.451 -33.940
H19 1.824 2.804 -32.090
H20 1.441 2.623 -33.752
H21 -0.628 5.251 -34.004
H22 -0.584 3.732 -34.364
C7 -0.140 7.003 -37.108
O6 0.500 7.160 -38.094
N9 -1.347 6.379 -37.068
N10 0.223 7.367 -35.928
H23 -1.685 6.205 -36.133
H24 -1.582 5.766 -37.836
H25 -0.382 7.482 -35.128
H26 1.196 7.636 -35.971
C8 5.196 6.859 -36.115
C9 4.122 6.559 -35.146
C10 4.523 6.793 -33.683
O7 5.742 6.048 -33.415
C11 6.550 6.569 -32.430
N11 2.981 7.270 -35.565
H27 5.981 6.133 -35.903
H28 5.631 7.858 -36.106
H29 4.845 6.668 -37.129
H30 3.898 5.497 -35.246
H31 3.735 6.608 -32.952
H32 4.864 7.825 -33.611
H33 7.237 7.320 -32.822
H34 7.189 5.727 -32.163
H35 6.139 7.095 -31.568
H36 2.703 7.011 -36.501
H37 2.270 7.070 -34.876
C12 -6.195 4.646 -37.516
C13 -6.007 5.243 -38.954
C14 -7.071 6.208 -39.359
O8 -8.306 5.529 -39.503
C15 -8.597 4.970 -40.804
N12 -4.672 5.860 -38.839
H38 -6.229 5.371 -36.702
H39 -5.373 3.951 -37.344
H40 -7.151 4.123 -37.522
H41 -5.966 4.443 -39.692
H42 -6.961 6.733 -40.308
H43 -7.196 7.015 -38.637
H44 -7.934 4.113 -40.919
H45 -8.231 5.584 -41.627
H46 -9.637 4.693 -40.979
H47 -4.917 6.602 -38.198
H48 -4.060 5.171 -38.427


No. 3
ORCA calculation (wB97M-V/def2-TZVPD) on a cluster of 9 separate species, C15H48O9 in total at a distorted geometry.

Values from the calculation:
Total energy (eV): -34760.00925
E_HOMO (eV): -9.8
Structure (SMILES): CC(C)O.CC(C)O.CC(C)O.CC(C)O.CC(C)O.O.O.O.O
Gap between HOMO and LUMO (eV): 9.956

Atoms and positions in Å:
O1 1.319 -3.782 -2.228
H1 0.463 -4.202 -2.002
H2 1.528 -4.094 -3.115
O2 -1.306 -3.900 -1.273
H3 -0.792 -4.179 -0.473
H4 -2.089 -4.460 -1.285
O3 -0.126 -4.534 1.095
H5 -0.664 -3.956 1.663
H6 0.087 -5.291 1.650
O4 2.348 3.086 2.276
H7 2.248 3.486 1.403
H8 3.054 3.590 2.697
C1 2.116 0.594 -0.070
C2 1.442 -0.792 -0.219
C3 -0.041 -0.730 0.175
O5 1.439 -1.015 -1.659
H9 1.553 1.219 0.616
H10 2.355 1.034 -1.034
H11 3.088 0.405 0.397
H12 1.970 -1.572 0.324
H13 -0.702 -0.320 -0.586
H14 -0.156 -0.079 1.047
H15 -0.356 -1.763 0.346
H16 1.025 -1.893 -1.771
C4 -1.875 1.583 4.972
C5 -1.070 2.154 3.803
C6 -1.694 3.432 3.246
O6 0.282 2.361 4.247
H17 -2.170 2.366 5.670
H18 -1.223 0.868 5.474
H19 -2.773 1.082 4.609
H20 -1.005 1.338 3.069
H21 -2.271 3.924 4.035
H22 -2.473 3.282 2.492
H23 -0.996 4.158 2.830
H24 0.682 2.744 3.448
C7 1.886 -1.877 3.681
C8 0.508 -2.180 4.352
C9 -0.420 -1.026 4.173
O7 -0.082 -3.321 3.715
H25 1.698 -1.388 2.724
H26 2.489 -2.767 3.517
H27 2.339 -1.132 4.338
H28 0.797 -2.394 5.386
H29 -0.262 -0.151 4.804
H30 -1.481 -1.237 4.383
H31 -0.583 -0.716 3.134
H32 0.619 -3.974 3.624
C10 -2.680 1.996 -2.324
C11 -1.688 3.168 -2.204
C12 -0.358 2.659 -1.639
O8 -1.482 3.837 -3.427
H33 -2.779 1.396 -1.421
H34 -2.319 1.361 -3.141
H35 -3.675 2.343 -2.608
H36 -2.181 3.842 -1.493
H37 0.377 3.465 -1.644
H38 -0.028 1.806 -2.239
H39 -0.454 2.267 -0.625
H40 -0.695 3.439 -3.822
C13 -0.701 -0.526 -5.427
C14 0.789 -0.696 -5.251
C15 1.576 -0.416 -6.549
O9 1.301 0.287 -4.358
H41 -0.796 0.468 -5.877
H42 -1.270 -0.578 -4.495
H43 -1.250 -1.205 -6.083
H44 1.029 -1.742 -5.030
H45 1.263 -1.145 -7.303
H46 2.638 -0.622 -6.390
H47 1.562 0.615 -6.898
H48 1.094 0.000 -3.453


No. 4
ORCA calculation (wB97M-V/def2-TZVPD) on a cluster of 11 separate species, C15H49F2O15PSi in total at a distorted geometry.

Values from the calculation:
Total energy (eV): -69654.61684
E_HOMO (eV): -9.7
Structure (SMILES): O=C(F)C[Si@](F)(C[C@@H]1CO1)P(=O)(O)O.CO.CO.CO.CO.CO.CO.CO.CO.CO.CO
Gap between HOMO and LUMO (eV): 9.590

Atoms and positions in Å:
O1 -1.192 1.940 -5.759
C1 -0.277 1.154 -5.129
F1 0.072 -0.168 -5.712
C2 0.387 1.804 -3.762
Si1 0.715 0.503 -2.359
F2 2.153 -0.437 -2.905
C3 -0.693 -0.787 -2.121
C4 -2.189 0.076 -1.676
C5 -3.617 -0.909 -1.743
O2 -3.229 0.263 -2.829
P1 1.182 1.685 -0.538
O3 2.402 2.648 -0.969
O4 1.584 0.705 0.853
O5 -0.247 2.691 -0.221
H1 1.457 2.265 -4.021
H2 -0.262 2.673 -3.290
H3 -0.985 -1.380 -3.088
H4 -0.566 -1.475 -1.172
H5 -2.115 0.930 -0.760
H6 -3.522 -1.951 -2.303
H7 -4.626 -0.491 -1.309
H8 1.965 1.317 1.561
H9 -0.790 2.766 -1.083
C6 -7.789 -1.833 -0.879
O6 -6.572 -1.400 -0.300
H10 -7.823 -2.925 -0.859
H11 -8.629 -1.435 -0.304
H12 -7.845 -1.488 -1.914
H13 -6.571 -0.428 -0.331
C7 1.219 -3.984 -3.762
O7 0.554 -2.757 -3.998
H14 0.501 -4.802 -3.859
H15 2.018 -4.114 -4.497
H16 1.635 -3.985 -2.752
H17 1.216 -2.050 -3.905
C8 1.553 3.899 3.412
O8 2.898 3.509 3.208
H18 0.899 3.052 3.189
H19 1.413 4.200 4.453
H20 1.308 4.730 2.745
H21 3.454 4.280 3.413
C9 5.822 3.132 2.205
O9 6.326 4.262 2.893
H22 5.341 3.463 1.282
H23 6.644 2.455 1.963
H24 5.087 2.621 2.833
H25 6.746 3.938 3.707
C10 5.775 0.794 5.406
O10 6.798 1.772 5.366
H26 5.011 1.048 4.667
H27 6.197 -0.186 5.168
H28 5.325 0.776 6.401
H29 7.461 1.519 6.031
C11 -5.193 -4.180 -3.784
O11 -4.986 -3.171 -2.813
H30 -4.285 -4.782 -3.869
H31 -6.024 -4.818 -3.477
H32 -5.412 -3.718 -4.750
H33 -5.808 -2.653 -2.760
C12 4.063 -2.063 -6.528
O12 3.598 -2.718 -5.362
H34 4.781 -2.710 -7.037
H35 3.220 -1.862 -7.195
H36 4.553 -1.127 -6.251
H37 2.963 -2.120 -4.932
C13 -0.984 -7.327 -3.077
O13 -0.480 -6.196 -2.390
H38 -1.465 -6.996 -4.001
H39 -0.162 -8.004 -3.319
H40 -1.719 -7.838 -2.450
H41 -0.060 -6.521 -1.575
C14 -1.467 3.157 5.313
O14 -1.351 3.890 4.108
H42 -0.537 2.611 5.487
H43 -1.643 3.845 6.144
H44 -2.294 2.447 5.232
H45 -2.191 4.364 3.980
C15 -1.502 4.317 9.217
O15 -2.493 3.834 8.330
H46 -0.951 5.125 8.729
H47 -1.977 4.698 10.124
H48 -0.811 3.508 9.468
H49 -2.965 3.119 8.790


No. 5
ORCA calculation (wB97M-V/def2-TZVPD) on a cluster of 8 separate species, C15H49N3O8 in total at a distorted geometry.

Values from the calculation:
Total energy (eV): -37197.92337
E_HOMO (eV): -9.0
Structure (SMILES): COC[C@H](C)N.COC[C@H](C)N.COC[C@H](C)N.CO.CO.CO.O.O
Gap between HOMO and LUMO (eV): 8.866

Atoms and positions in Å:
C1 1.704 3.305 -1.402
C2 0.903 4.090 -0.340
C3 0.525 3.168 0.805
O1 -0.233 3.865 1.768
C4 -0.959 2.989 2.593
N1 1.723 5.232 0.077
H1 1.096 2.552 -1.894
H2 2.618 2.908 -0.952
H3 2.042 4.033 -2.139
H4 0.022 4.517 -0.828
H5 1.462 2.829 1.283
H6 0.012 2.268 0.437
H7 -0.290 2.235 3.033
H8 -1.718 2.461 2.001
H9 -1.414 3.570 3.389
H10 1.234 5.884 0.674
H11 2.546 4.902 0.571
C5 -1.372 0.235 -3.351
C6 -2.638 -0.536 -3.057
C7 -3.644 0.282 -2.287
O2 -3.015 0.805 -1.133
C8 -3.915 1.218 -0.127
N2 -3.219 -1.038 -4.332
H12 -0.718 -0.381 -3.969
H13 -0.827 0.552 -2.463
H14 -1.524 1.169 -3.909
H15 -2.329 -1.429 -2.503
H16 -4.503 -0.351 -2.029
H17 -3.969 1.119 -2.923
H18 -4.555 2.032 -0.490
H19 -3.325 1.571 0.714
H20 -4.579 0.404 0.192
H21 -4.014 -1.629 -4.095
H22 -3.586 -0.248 -4.858
C9 2.429 0.033 1.803
C10 3.408 -1.092 1.599
C11 3.781 -1.792 2.892
O3 4.435 -0.899 3.765
C12 4.993 -1.542 4.877
N3 2.851 -2.052 0.610
H23 2.751 0.671 2.628
H24 1.435 -0.363 2.022
H25 2.360 0.673 0.923
H26 4.336 -0.729 1.145
H27 4.422 -2.652 2.620
H28 2.891 -2.246 3.369
H29 5.647 -2.364 4.567
H30 4.218 -1.905 5.562
H31 5.601 -0.809 5.408
H32 3.364 -2.930 0.614
H33 1.895 -2.306 0.867
O4 -0.807 -0.633 -0.302
H34 -0.849 -0.626 0.673
H35 -1.563 -0.105 -0.614
O5 -1.257 -0.820 2.504
H36 -1.338 -1.635 3.012
H37 -1.886 -0.208 2.901
C13 2.112 -0.092 -2.382
O6 3.310 -0.220 -1.622
H38 1.290 0.290 -1.778
H39 2.297 0.549 -3.245
H40 1.856 -1.073 -2.805
H41 3.108 -0.800 -0.857
C14 -3.778 -3.067 0.276
O7 -5.152 -2.672 0.108
H42 -3.536 -3.243 1.330
H43 -3.566 -3.974 -0.278
H44 -3.112 -2.291 -0.112
H45 -5.333 -1.925 0.683
C15 -0.259 -3.492 -2.178
O8 -0.777 -3.312 -0.859
H46 -0.609 -2.693 -2.839
H47 0.833 -3.405 -2.179
H48 -0.554 -4.476 -2.522
H49 -0.789 -2.355 -0.641


No. 6
ORCA calculation (wB97M-V/def2-TZVPD) on a structure of composition C15H4F5I2NOSTc.

Values from the calculation:
Net charge: +2
Total energy (eV): -61960.69869
E_HOMO (alpha / beta) (eV): -15.0 / -15.2
⟨S²⟩: 1.14
2S+1: 2
Gap between HOMO and LUMO (alpha / beta) (eV): 6.312 / 5.336

Atoms and positions in Å:
Tc1 -0.743 -0.343 -0.105
F1 1.329 -5.366 -3.732
C1 1.340 -4.262 -3.031
C2 0.303 -4.012 -2.131
F2 -0.682 -4.871 -1.977
C3 0.353 -2.841 -1.421
F3 -0.664 -2.558 -0.515
C4 1.366 -1.904 -1.549
S1 1.355 -0.475 -0.518
C5 2.388 -2.176 -2.451
F4 3.374 -1.313 -2.604
C6 2.377 -3.349 -3.189
F5 3.342 -3.602 -4.044
I1 -2.178 4.597 -0.730
C7 -1.711 3.572 0.977
C8 -1.781 4.154 2.238
C9 -1.462 3.461 3.402
I2 -1.598 4.434 5.189
C10 -1.045 2.076 3.342
C11 -0.696 1.263 4.433
C12 -0.318 -0.044 4.211
C13 -0.287 -0.549 2.914
N1 -0.616 0.203 1.865
C14 -0.982 1.497 2.078
C15 -1.299 2.222 0.882
O1 -1.170 1.579 -0.231
H1 -2.093 5.187 2.317
H2 -0.721 1.657 5.440
H3 -0.044 -0.689 5.033
H4 0.004 -1.572 2.711